(a)
{
  "formula": "C44H49BrN7O3Ru",
  "method": "wB97M-V/def2-TZVPD",
  "multiplicity": 6,
  "homo_lumo_gap_ev": [5.45, 3.19],
  "total_charge": 0,
  "s2": 8.866,
  "homo_energy_ev": [-6.410, -6.406],
  "e_lumo_ev": [-0.96, -3.22],
  "species": ["Ru", "C", "O", "C", "C", "C", "C", "C", "C", "N", "N", "C", "O", "C", "C", "C", "C", "C", "C", "C", "O", "H", "H", "H", "H", "H", "H", "H", "H", "H", "H", "H", "H", "C", "C", "C", "C", "C", "C", "C", "C", "C", "C", "C", "C", "N", "C", "C", "C", "C", "C", "N", "C", "C", "C", "C", "H", "H", "H", "H", "H", "H", "H", "H", "H", "H", "H", "H", "H", "H", "H", "H", "H", "H", "H", "H", "H", "H", "H", "H", "H", "H", "H", "H", "H", "Br", "C", "C", "C", "C", "C", "N", "H", "H", "H", "H", "N", "C", "C", "N", "C", "H", "H", "H", "H"],
  "positions_angstrom": [[0.13327, 0.54274, 0.25003], [2.81209, 2.14797, -3.18508], [3.79590, 1.10978, -3.12217], [3.63178, -0.05225, -2.45461], [4.59264, -1.00226, -2.69783], [4.58144, -2.24236, -2.04222], [3.60402, -2.53907, -1.13007], [2.57814, -1.62168, -0.84961], [1.53731, -2.05825, 0.00077], [0.46018, -1.40771, 0.37977], [-0.46937, -2.17510, 0.95451], [-1.69017, -1.62858, 0.97939], [-1.97940, -0.49697, 0.52113], [-2.75663, -2.46972, 1.58054], [-2.46266, -3.68834, 2.19128], [-3.47508, -4.43337, 2.77114], [-4.78435, -3.97138, 2.74469], [-5.08135, -2.76317, 2.12976], [-4.07110, -2.01266, 1.55236], [2.55200, -0.34173, -1.53345], [1.60809, 0.48821, -1.37868], [3.24925, 2.90926, -3.82764], [2.59969, 2.57569, -2.20932], [1.88169, 1.79136, -3.62450], [5.36033, -0.76203, -3.42103], [5.34460, -2.97086, -2.27916], [3.59582, -3.49449, -0.62064], [1.57101, -3.09764, 0.31104], [-1.43871, -4.03252, 2.20330], [-3.24607, -5.38012, 3.24271], [-5.57323, -4.55034, 3.20740], [-6.10227, -2.40533, 2.09552], [-4.28662, -1.06909, 1.06780], [-4.34893, 2.32189, -3.26473], [-3.95780, 1.28977, -2.20076], [-5.17710, 0.90685, -1.35516], [-3.32823, 0.05956, -2.83352], [-4.12415, -0.74267, -3.64242], [-3.63552, -1.89713, -4.22552], [-2.33090, -2.28253, -3.97521], [-1.50226, -1.52173, -3.16303], [-0.06568, -1.94820, -2.96171], [0.74037, -1.79669, -4.25633], [0.03605, -3.38056, -2.43025], [-1.98483, -0.32103, -2.61451], [-1.13473, 0.51065, -1.85864], [-0.91533, 1.71285, -2.26978], [-0.34802, 2.73405, -1.49037], [-0.07209, 4.02688, -1.93173], [0.33556, 4.73825, -0.81484], [0.28415, 3.87423, 0.29293], [-0.12170, 2.63718, -0.12029], [0.52112, 4.40333, 1.69978], [1.96233, 4.91769, 1.85489], [0.26207, 3.38480, 2.79825], [-0.45233, 5.58090, 1.90104], [-4.75006, 3.22125, -2.79371], [-5.10846, 1.91780, -3.93590], [-3.48924, 2.61040, -3.87160], [-3.24205, 1.75512, -1.52551], [-5.98202, 0.50563, -1.97256], [-5.55796, 1.78444, -0.82946], [-4.90379, 0.15349, -0.61447], [-5.15210, -0.45474, -3.82750], [-4.26717, -2.49117, -4.87352], [-1.94619, -3.18323, -4.43796], [0.36075, -1.27040, -2.22937], [0.36128, -2.46772, -5.02895], [1.79321, -2.03513, -4.07986], [0.67856, -0.77282, -4.63161], [-0.42132, -4.09055, -3.11997], [-0.46219, -3.47507, -1.46424], [1.08492, -3.66406, -2.31033], [-1.19389, 1.99351, -3.28986], [-0.17657, 4.37928, -2.94721], [0.60544, 5.78112, -0.78332], [2.64842, 4.08490, 2.00055], [2.02746, 5.55356, 2.73863], [2.28149, 5.49738, 0.98596], [0.87433, 2.50021, 2.65836], [-0.79066, 3.10037, 2.81139], [0.52596, 3.80906, 3.76659], [-0.20669, 6.41917, 1.24800], [-0.40182, 5.92433, 2.93587], [-1.47726, 5.26961, 1.68834], [3.19794, 1.66223, 4.55447], [2.52360, 1.56263, 0.92323], [3.70478, 2.15627, 0.49981], [4.85922, 1.41486, 0.68467], [4.79697, 0.17357, 1.30850], [3.56979, -0.30577, 1.71614], [2.46476, 0.41150, 1.48709], [3.73081, 3.13797, 0.04849], [5.81029, 1.81192, 0.35298], [5.69152, -0.40595, 1.48696], [3.45835, -1.25086, 2.23178], [-1.78439, 0.54118, 4.24456], [-0.57712, 0.06232, 4.69755], [0.22932, -0.00553, 3.60765], [-0.47455, 0.42452, 2.50584], [-1.68240, 0.74475, 2.92141], [-2.60223, 0.70720, 4.80165], [-0.39314, -0.16720, 5.73092], [1.26425, -0.29254, 3.55426], [-2.48253, 1.10576, 2.29931]]
}



(b)
{
  "formula": "C44H49BrN7O3Ru",
  "method": "wB97M-V/def2-TZVPD",
  "multiplicity": 6,
  "homo_lumo_gap_ev": [5.61, 3.46],
  "total_charge": 0,
  "s2": 8.856,
  "homo_energy_ev": [-6.455, -6.448],
  "e_lumo_ev": [-0.84, -2.98],
  "species": ["Ru", "C", "O", "C", "C", "C", "C", "C", "C", "N", "N", "C", "O", "C", "C", "C", "C", "C", "C", "C", "O", "H", "H", "H", "H", "H", "H", "H", "H", "H", "H", "H", "H", "C", "C", "C", "C", "C", "C", "C", "C", "C", "C", "C", "C", "N", "C", "C", "C", "C", "C", "N", "C", "C", "C", "C", "H", "H", "H", "H", "H", "H", "H", "H", "H", "H", "H", "H", "H", "H", "H", "H", "H", "H", "H", "H", "H", "H", "H", "H", "H", "H", "H", "H", "H", "Br", "C", "C", "C", "C", "C", "N", "H", "H", "H", "H", "N", "C", "C", "N", "C", "H", "H", "H", "H"],
  "positions_angstrom": [[0.51612, -0.19624, -0.25538], [-2.13326, -3.70296, -1.14797], [-1.64069, -4.59536, -0.12974], [-0.90723, -4.20611, 0.91499], [-0.67191, -5.13513, 1.88768], [0.13316, -4.84842, 3.01687], [0.71083, -3.62312, 3.18302], [0.51938, -2.61591, 2.21154], [1.04335, -1.34829, 2.48837], [0.98933, -0.26722, 1.72442], [1.37117, 0.84344, 2.37322], [0.98293, 1.95925, 1.71086], [0.34688, 1.95147, 0.63177], [1.36414, 3.24792, 2.34671], [2.12513, 3.28848, 3.51294], [2.48643, 4.51078, 4.05912], [2.08755, 5.69300, 3.44779], [1.32939, 5.65485, 2.28349], [0.97255, 4.43338, 1.73334], [-0.31632, -2.88347, 1.04577], [-0.56304, -2.00994, 0.17145], [-2.73521, -4.34010, -1.78842], [-1.32835, -3.24822, -1.71679], [-2.75202, -2.92066, -0.71045], [-1.12090, -6.11272, 1.76356], [0.28466, -5.61867, 3.76251], [1.32166, -3.40854, 4.05099], [1.48590, -1.18317, 3.46385], [2.42877, 2.36166, 3.98048], [3.07852, 4.54151, 4.96459], [2.37121, 6.64578, 3.87775], [1.01697, 6.57570, 1.80675], [0.39088, 4.38244, 0.82605], [-4.01374, 3.00913, -1.78041], [-2.79698, 3.03005, -0.85411], [-2.28691, 4.46269, -0.68937], [-3.10200, 2.39920, 0.50059], [-3.97276, 3.06667, 1.35786], [-4.26053, 2.57590, 2.61912], [-3.65784, 1.40338, 3.04455], [-2.78254, 0.70296, 2.22179], [-2.17577, -0.60222, 2.69088], [-3.21095, -1.72906, 2.70359], [-1.49537, -0.46456, 4.05249], [-2.53425, 1.19102, 0.93789], [-1.71749, 0.44893, 0.01555], [-2.29509, 0.04379, -1.05696], [-1.55467, -0.41924, -2.16951], [-2.03449, -0.92390, -3.34497], [-0.91503, -1.11231, -4.17386], [0.21707, -0.69011, -3.49534], [-0.15529, -0.27908, -2.21598], [1.55163, -0.56086, -4.23979], [2.03583, -1.93427, -4.73057], [2.68214, 0.08505, -3.46179], [1.27516, 0.32495, -5.47082], [-3.75995, 3.42328, -2.75887], [-4.82949, 3.60656, -1.36400], [-4.39196, 1.99542, -1.92983], [-2.00112, 2.46500, -1.33320], [-3.05954, 5.12091, -0.28448], [-1.97727, 4.86974, -1.65527], [-1.43450, 4.49229, -0.01348], [-4.42835, 3.99454, 1.02971], [-4.94741, 3.10535, 3.26776], [-3.88091, 1.01513, 4.03196], [-1.42861, -0.86895, 1.95250], [-3.99972, -1.52947, 3.43412], [-2.74051, -2.68199, 2.96739], [-3.68518, -1.84205, 1.72441], [-2.20941, -0.16424, 4.82252], [-0.69593, 0.28126, 4.03144], [-1.06905, -1.42296, 4.36405], [-3.38097, 0.09588, -1.16370], [-3.07531, -1.11026, -3.57455], [-0.92358, -1.46002, -5.19571], [2.51939, -2.49379, -3.93040], [2.79155, -1.78944, -5.50585], [1.21928, -2.52725, -5.15299], [2.93704, -0.45409, -2.55594], [2.43877, 1.12329, -3.22234], [3.58909, 0.07013, -4.06823], [0.59646, -0.15380, -6.17940], [2.21829, 0.52238, -5.98641], [0.83551, 1.28179, -5.17594], [5.23896, -2.29014, -1.90425], [1.72817, -2.54441, -1.29780], [1.54392, -3.84026, -1.75876], [2.13547, -4.81735, -0.98636], [2.87844, -4.46294, 0.14381], [2.98835, -3.13727, 0.47968], [2.36631, -2.18810, -0.25848], [0.98653, -4.06494, -2.65779], [2.04224, -5.85789, -1.27329], [3.39196, -5.20962, 0.73298], [3.58311, -2.80155, 1.31960], [3.70012, 2.48655, -1.10863], [4.52190, 1.47607, -0.64661], [3.70342, 0.45393, -0.31228], [2.38951, 0.83785, -0.56317], [2.43231, 2.06867, -1.04152], [3.99515, 3.38589, -1.44589], [5.59434, 1.55651, -0.62672], [3.97894, -0.53267, 0.01337], [1.58607, 2.66347, -1.33509]]
}



Name the least stable of them. (a).



(a)
{
  "formula": "CH3ClO2S",
  "method": "wB97M-V/def2-TZVPD",
  "homo_lumo_gap_ev": 8.85,
  "total_charge": 0,
  "homo_energy_ev": -10.392,
  "e_lumo_ev": -1.54,
  "species": ["C", "O", "O", "S", "Cl", "H", "H", "H"],
  "positions_angstrom": [[-1.34175, 0.16265, 0.06304], [1.84030, 0.18774, 0.79921], [2.50203, -0.86829, -1.29233], [2.73682, -0.68978, 0.13995], [-1.87675, 1.78769, -0.14766], [-1.87795, -0.35852, -0.71270], [-1.79043, -0.22368, 0.94020], [-0.19227, 0.00218, 0.21030]]
}



(b)
{
  "formula": "CH3ClO2S",
  "method": "wB97M-V/def2-TZVPD",
  "homo_lumo_gap_ev": [9.04, 9.04],
  "total_charge": 0,
  "homo_energy_ev": [-10.081, -10.083],
  "e_lumo_ev": [-1.05, -1.05],
  "species": ["C", "O", "O", "S", "Cl", "H", "H", "H"],
  "positions_angstrom": [[-1.03850, -0.23863, -0.55461], [2.72433, -0.33807, 0.86574], [0.16283, -0.89523, -0.21293], [1.38038, -0.10032, 1.31107], [0.99540, 1.85429, 0.87649], [-1.27962, -0.37774, -1.75715], [-1.03076, 0.78946, -0.43534], [-1.91406, -0.69376, -0.09329]]
}



Name the least stable of them. (b).



(a)
{
  "formula": "C9H16N2O2",
  "method": "wB97M-V/def2-TZVPD",
  "homo_lumo_gap_ev": [8.52, 8.52],
  "total_charge": 0,
  "homo_energy_ev": [-7.772, -7.774],
  "e_lumo_ev": [0.74, 0.74],
  "species": ["C", "C", "C", "C", "C", "C", "C", "C", "C", "N", "N", "O", "O", "H", "H", "H", "H", "H", "H", "H", "H", "H", "H", "H", "H", "H", "H", "H", "H"],
  "positions_angstrom": [[1.62666, 3.30543, -0.70227], [-0.39069, 0.25716, 0.00035], [-1.59785, 3.28170, 0.07804], [-2.07311, 3.31416, -1.39323], [-1.01380, 2.41154, -0.95208], [-0.61413, -2.37914, 1.42202], [0.29290, -3.30997, -0.71274], [1.67583, -1.70538, 0.85564], [0.34303, -2.10168, 0.18592], [0.90950, 3.08977, -1.66753], [-0.91983, 1.05483, -1.01282], [-0.15665, 0.56438, 1.13678], [-0.30229, -0.97379, -0.52081], [2.79032, 3.28331, -0.70304], [1.16562, 3.51956, 0.39511], [-1.03678, 3.96691, 0.53838], [-2.19560, 2.88429, 0.83775], [-3.02676, 2.98474, -1.62948], [-1.97661, 4.21047, -1.99515], [-0.67010, -1.49434, 2.18528], [-1.68538, -2.59886, 1.23924], [-0.31939, -3.22613, 1.84146], [-0.64810, -3.81002, -0.71728], [1.15709, -3.81327, -0.40789], [0.55106, -3.04127, -1.71782], [2.16781, -2.69477, 1.03842], [2.42396, -1.32028, 0.07676], [1.41984, -1.02454, 1.60939], [-0.73254, 0.61966, -1.89960]]
}



(b)
{
  "formula": "C9H16N2O2",
  "method": "wB97M-V/def2-TZVPD",
  "smiles": "O=c1cc[nH]c(=O)[nH]1.CC(C)(C)C",
  "homo_lumo_gap_ev": 8.39,
  "total_charge": 0,
  "homo_energy_ev": -8.425,
  "e_lumo_ev": -0.03,
  "species": ["C", "C", "C", "C", "C", "C", "C", "C", "C", "H", "H", "H", "H", "H", "H", "H", "H", "H", "H", "H", "H", "H", "H", "H", "H", "N", "N", "O", "O"],
  "positions_angstrom": [[-1.79453, 0.28764, 0.04426], [-2.81088, -0.75662, 0.60404], [-2.54595, 1.44350, -0.63214], [-0.78178, -0.43796, -1.06964], [-0.98285, 0.69584, 1.30452], [1.47204, -0.93486, -0.86750], [2.19998, -1.66231, 0.22791], [3.26495, -1.10241, 0.84519], [2.71913, 1.14971, -0.30168], [-3.69874, -0.23253, 0.91168], [-3.36620, -1.63409, -0.12808], [-2.33554, -1.37970, 1.56719], [-1.77671, 2.09315, -1.01999], [-3.30838, 1.16737, -1.47465], [-3.15058, 2.10356, 0.06674], [-0.04861, 0.32591, -1.36833], [-1.26843, -0.94711, -1.83784], [-0.29245, -1.18752, -0.45391], [-0.53975, -0.18835, 1.82623], [-0.04258, 1.28680, 1.26491], [-1.82843, 0.99121, 1.99279], [1.20125, 1.13367, -1.58649], [2.27280, -2.84552, 0.03027], [4.12954, -1.46205, 1.43457], [4.21358, 0.64279, 1.12468], [1.80257, 0.46901, -1.02466], [3.49142, 0.28893, 0.56570], [0.66861, -1.62925, -1.54291], [3.13648, 2.32121, -0.50284]]
}



Name the least stable of them. (b).



(a)
{
  "formula": "C5H5NO2S",
  "method": "wB97M-V/def2-TZVPD",
  "smiles": "Cc1ncc(C(=O)O)s1",
  "homo_lumo_gap_ev": 9.16,
  "total_charge": 0,
  "homo_energy_ev": -9.151,
  "e_lumo_ev": 0.01,
  "species": ["C", "C", "C", "C", "C", "H", "H", "H", "H", "H", "N", "O", "O", "S"],
  "positions_angstrom": [[-3.24601, -0.29185, 0.04111], [-1.87969, 0.19577, -0.04538], [-0.00628, 1.43356, -0.06763], [0.59947, 0.16978, 0.11449], [2.02158, 0.04601, -0.00111], [-3.59638, -1.06547, -0.68322], [-4.07033, 0.46427, -0.06520], [-3.38230, -0.81821, 0.90468], [0.51932, 2.42027, 0.00280], [3.25600, -1.37447, -0.22123], [-1.36177, 1.42545, 0.01107], [2.30897, -1.22470, 0.03909], [2.81240, 0.92196, -0.00001], [-0.56871, -1.03139, -0.03605]]
}



(b)
{
  "formula": "C5H5NO2S",
  "method": "wB97M-V/def2-TZVPD",
  "smiles": "C/C(=C/SC=O)N=C=O",
  "homo_lumo_gap_ev": 9.39,
  "total_charge": 0,
  "homo_energy_ev": -9.337,
  "e_lumo_ev": 0.05,
  "species": ["C", "C", "C", "C", "C", "N", "O", "O", "S", "H", "H", "H", "H", "H"],
  "positions_angstrom": [[-1.32419, 0.45150, -0.00613], [-0.18226, 0.13808, -0.72432], [1.46985, -1.74199, -0.48965], [-0.78003, -0.32525, 2.53093], [0.51291, 1.09243, -1.64896], [0.47973, -1.07640, -0.61055], [2.32822, -2.54687, -0.41274], [-0.82501, -0.49345, 3.70826], [-1.98829, -0.57040, 1.28875], [-2.00117, 1.25224, -0.30664], [0.19688, -0.01566, 2.07338], [-0.21152, 1.76957, -2.01306], [0.86752, 0.46986, -2.41906], [1.45735, 1.59633, -0.97022]]
}



Name the least stable of them. (b).



(a)
{
  "formula": "C2H5NO",
  "method": "wB97M-V/def2-TZVPD",
  "homo_lumo_gap_ev": [9.44, 9.44],
  "total_charge": 0,
  "homo_energy_ev": [-8.285, -8.286],
  "e_lumo_ev": [1.16, 1.16],
  "species": ["C", "C", "N", "O", "H", "H", "H", "H", "H"],
  "positions_angstrom": [[-1.72194, -0.42748, 0.01326], [-0.69187, 0.33140, 0.23891], [1.92927, 0.16554, -0.01033], [0.91863, -0.74803, 0.01002], [-2.69183, -0.18484, -0.00627], [-1.60299, -1.44032, -0.05028], [-0.34636, 1.28589, 0.46782], [2.16176, 0.09951, 0.94888], [2.59357, -0.00220, -0.75075]]
}



(b)
{
  "formula": "C2H5NO",
  "method": "wB97M-V/def2-TZVPD",
  "homo_lumo_gap_ev": [8.01, 8.38],
  "total_charge": 0,
  "homo_energy_ev": [-7.892, -8.697],
  "e_lumo_ev": [0.12, -0.32],
  "species": ["C", "C", "N", "O", "H", "H", "H", "H", "H"],
  "positions_angstrom": [[-0.74138, -0.47451, 0.04941], [-0.54443, 0.92819, -0.05195], [2.05211, 0.31657, 0.12026], [1.94724, -0.82806, -0.06820], [-0.68863, -0.80447, 1.02643], [-1.49107, -0.94138, -0.44811], [0.09891, -1.09092, -0.35917], [-0.28125, 1.59984, 0.68681], [-0.35150, 1.29475, -0.95547]]
}



Name the least stable of them. (a).